(1)
{"formula": "CH4N2", "method": "the ωB97M-V functional and the def2-TZVPD basis", "orbital_gap_ev": 10.5, "total_charge": 0, "lumo_energy_ev": 1.143, "smiles": "[H]/N=C\\N", "elements": ["H", "N", "C", "N", "H", "H", "H"], "xyz": [[-0.465, -0.060, 1.625], [-1.096, -0.340, 0.872], [-0.617, -0.116, -0.279], [0.744, 0.273, -0.465], [-1.150, -0.421, -1.177], [1.042, 0.890, 0.282], [1.542, -0.227, -0.858]], "lowdin_charge": [0.038, 0.058, -0.350, 0.015, 0.096, 0.063, 0.080]}


(2)
{"formula": "CH4N2O", "method": "the ωB97M-V functional and the def2-TZVPD basis", "orbital_gap_ev": 9.4, "total_charge": 0, "lumo_energy_ev": 0.132, "elements": ["C", "H", "H", "H", "H", "N", "N", "O"], "xyz": [[0.787, 0.460, 0.024], [-0.415, -1.484, -0.417], [-2.200, -0.563, 1.105], [-1.049, 1.486, -0.607], [1.333, 1.452, -0.186], [-1.380, -0.464, -0.199], [-0.565, 0.605, 0.151], [1.402, -0.579, 0.038]], "lowdin_charge": [-0.431, 0.230, 0.204, 0.242, 0.139, -0.136, -0.241, -0.007]}


(3)
{"formula": "CH4N2O", "method": "the ωB97M-V functional and the def2-TZVPD basis", "orbital_gap_ev": 10.6, "total_charge": 0, "lumo_energy_ev": 0.851, "smiles": "[H]/N=C\\NO", "elements": ["H", "N", "C", "N", "O", "H", "H", "H"], "xyz": [[-0.871, -1.491, 0.007], [-1.504, -0.683, -0.032], [-0.829, 0.386, -0.013], [0.563, 0.542, 0.108], [1.299, -0.633, -0.158], [-1.363, 1.348, -0.072], [0.902, 1.308, -0.491], [1.802, -0.777, 0.653]], "lowdin_charge": [0.040, 0.080, -0.322, -0.081, -0.059, 0.113, 0.129, 0.100]}


(4)
{"formula": "CH4N2O", "method": "the ωB97M-V functional and the def2-TZVPD basis", "orbital_gap_ev": 10.1, "total_charge": 0, "lumo_energy_ev": 0.642, "smiles": "[H]/N=C/NO", "elements": ["H", "N", "C", "N", "O", "H", "H", "H"], "xyz": [[-2.023, 1.127, 1.189], [-1.700, 0.152, 0.559], [-0.469, 0.182, 0.505], [0.211, -0.565, -0.470], [1.586, 0.110, -0.564], [0.289, 1.012, 1.054], [-0.078, -0.740, -1.469], [2.361, -0.484, 0.083]], "lowdin_charge": [0.144, 0.024, -0.428, -0.054, -0.217, 0.172, 0.149, 0.210]}


(5)
{"formula": "CH4N2O", "method": "the ωB97M-V functional and the def2-TZVPD basis", "orbital_gap_ev": 11.6, "total_charge": 0, "lumo_energy_ev": 1.040, "smiles": "N#N.CO", "elements": ["N", "N", "C", "O", "H", "H", "H", "H"], "xyz": [[-2.329, 0.021, 0.982], [-2.253, -0.908, 0.345], [0.996, -0.133, -0.143], [0.500, 1.106, -0.689], [2.062, -0.043, -0.393], [0.550, -1.024, -0.608], [0.913, -0.156, 1.006], [-0.439, 1.137, -0.499]], "lowdin_charge": [0.038, 0.041, -0.183, -0.148, 0.075, 0.062, 0.092, 0.024]}


(6)
{"formula": "CH4N2O", "method": "the ωB97M-V functional and the def2-TZVPD basis", "orbital_gap_ev": 9.9, "total_charge": 0, "lumo_energy_ev": 0.455, "smiles": "[H]/N=N/CO", "elements": ["H", "N", "N", "C", "O", "H", "H", "H"], "xyz": [[-1.896, -1.937, -0.022], [-1.109, -1.289, 0.261], [-0.923, -0.266, -0.432], [0.273, 0.579, -0.274], [1.426, 0.651, 0.689], [0.943, 0.491, -1.248], [0.151, 1.632, -0.449], [1.135, 0.138, 1.474]], "lowdin_charge": [0.076, 0.038, -0.066, -0.252, -0.113, 0.151, 0.091, 0.074]}


(7)
{"formula": "CH4N2O", "method": "the ωB97M-V functional and the def2-TZVPD basis", "orbital_gap_ev": 10.4, "total_charge": 0, "lumo_energy_ev": 0.812, "smiles": "[H]/N=N/CO", "elements": ["H", "N", "N", "C", "O", "H", "H", "H"], "xyz": [[0.459, -1.981, 1.637], [0.111, -1.023, 1.249], [0.347, -0.940, 0.031], [-0.062, 0.221, -0.632], [-0.805, 1.329, -0.161], [0.818, 0.574, -1.138], [-0.606, 0.159, -1.561], [-0.262, 1.660, 0.576]], "lowdin_charge": [0.090, 0.055, -0.065, -0.358, -0.048, 0.113, 0.125, 0.087]}


(8)
{"formula": "CH4N2O2", "method": "the ωB97M-V functional and the def2-TZVPD basis", "orbital_gap_ev": 10.0, "total_charge": 0, "lumo_energy_ev": -0.224, "elements": ["C", "N", "N", "O", "O", "H", "H", "H", "H"], "xyz": [[1.534, -0.353, -0.057], [-1.610, 0.940, -0.200], [0.174, -0.314, 0.107], [2.218, 0.482, -0.560], [-0.376, 0.852, 0.345], [1.804, -1.354, 0.218], [-1.515, 0.899, -1.254], [-2.179, 0.112, 0.152], [-0.051, -1.263, 1.248]], "lowdin_charge": [-0.400, 0.001, -0.067, 0.082, -0.212, 0.098, 0.113, 0.105, 0.280]}


(9)
{"formula": "CH4N2O2", "method": "the ωB97M-V functional and the def2-TZVPD basis", "orbital_gap_ev": 10.6, "total_charge": 0, "lumo_energy_ev": 0.694, "smiles": "[H]/N=N\\OCO", "elements": ["H", "N", "N", "O", "C", "O", "H", "H", "H"], "xyz": [[-2.855, 0.746, -0.305], [-2.460, -0.157, 0.056], [-1.278, -0.413, 0.272], [-0.369, 0.514, -0.189], [1.016, 0.214, -0.123], [1.339, -1.088, -0.151], [1.553, 0.659, -1.059], [1.542, 0.752, 0.662], [1.512, -1.227, 0.836]], "lowdin_charge": [0.084, 0.057, -0.071, -0.106, -0.358, -0.018, 0.153, 0.117, 0.142]}


(10)
{"formula": "CH4N2O2", "method": "the ωB97M-V functional and the def2-TZVPD basis", "orbital_gap_ev": [8.4, 8.4], "total_charge": 0, "lumo_energy_ev": [-0.891, -0.890], "elements": ["C", "N", "N", "O", "O", "H", "H", "H", "H"], "xyz": [[0.170, -0.286, -0.545], [0.334, -0.431, 0.810], [1.333, -0.291, -1.324], [2.320, 0.036, -0.679], [1.390, -0.458, -2.543], [-0.741, -0.780, -0.989], [-0.193, 1.395, -1.124], [1.286, -0.297, 1.194], [-0.308, -0.610, 1.603]], "lowdin_charge": [-0.243, 0.053, -0.454, 0.034, 0.052, 0.131, 0.195, 0.109, 0.124]}


(11)
{"formula": "CH4N2O2", "method": "the ωB97M-V functional and the def2-TZVPD basis", "orbital_gap_ev": [9.6, 9.3], "total_charge": 0, "lumo_energy_ev": [0.329, 0.380], "smiles": "C/[N+]([O-])=N/O", "elements": ["C", "N", "O", "N", "O", "H", "H", "H", "H"], "xyz": [[-0.877, -0.558, 0.841], [0.194, 0.149, 0.134], [0.970, 1.008, 0.577], [0.202, -0.002, -1.404], [1.274, 0.563, -1.959], [-1.227, -1.465, 0.251], [-0.480, -0.857, 1.745], [-1.687, 0.071, 1.113], [1.631, 1.090, -1.299]], "lowdin_charge": [-0.008, -0.289, -0.043, 0.057, 0.000, 0.119, 0.059, 0.077, 0.028]}


(12)
{"formula": "CH4N2O2S", "method": "the ωB97M-V functional and the def2-TZVPD basis", "orbital_gap_ev": [8.9, 8.9], "total_charge": 0, "lumo_energy_ev": [-1.191, -1.191], "smiles": "CNN=S(=O)=O", "elements": ["C", "N", "N", "S", "O", "O", "H", "H", "H", "H"], "xyz": [[-1.243, 0.620, 0.342], [0.058, 1.057, 0.108], [0.779, 0.336, -0.959], [1.244, -1.094, -0.607], [1.801, -1.701, -1.769], [1.553, -1.633, 0.717], [-1.513, -0.463, 0.804], [-1.670, 1.291, 0.999], [-1.696, 0.600, -0.572], [0.686, 0.987, 0.937]], "lowdin_charge": [-0.174, -0.173, -0.174, 0.752, -0.290, -0.299, 0.133, 0.057, 0.048, 0.121]}


no.,E_tot (eV)
1,-4081.267
2,-6123.788
3,-6127.591
4,-6125.317
5,-6129.688
6,-6126.428
7,-6127.048
8,-8171.483
9,-8173.458
10,-8171.074
11,-8171.814
12,-19008.379